{"formula": "C6H9N", "method": "wB97M-V/def2-TZVPD", "elements": ["C", "N", "C", "C", "C", "C", "C", "H", "H", "H", "H", "H", "H", "H", "H", "H"], "xyz": [[1.95700, 0.45439, -0.06300], [0.83570, -0.29975, -0.58012], [0.16643, -1.04236, 0.44167], [-1.10353, -0.27846, 0.90498], [-1.15806, 0.99145, 0.07041], [-0.50678, 0.13911, -1.04644], [-1.09435, -1.14030, -0.33524], [2.49237, 0.97401, -0.86109], [2.58973, -0.34501, 0.35726], [1.75832, 1.14875, 0.77083], [0.79103, -1.68041, 1.06597], [-1.61265, -0.48973, 1.84037], [-0.62784, 1.89339, 0.39653], [-2.19351, 1.24459, -0.18564], [-0.60504, 0.40849, -2.10086], [-1.68883, -1.97817, -0.67564]], "homo_ev": -8.245, "homo_lumo_gap_ev": 9.4}